ORCA calculation (wB97M-V/def2-TZVPD) on C17H28ClOsP as an isolated structure.

Geometry as XYZ:
```
48
Properties=species:S:1:pos:R:3:forces:R:3:lowdin_charge:R:1
C 4.1879 4.5766 -4.0812 -0.94 -0.98 0.83 -0.2996
C 2.9110 4.5864 -4.8193 -0.43 0.19 -0.22 -0.0630
C 4.2546 5.3660 -2.8387 0.19 0.20 0.50 -0.0649
C 4.9976 3.3459 -4.1529 0.50 -0.35 0.24 -0.0627
Cl 1.9313 2.0875 -1.0484 2.83 1.68 -1.93 0.3082
H 4.8534 6.2816 -2.9326 -0.13 -0.01 0.10 0.1054
H 4.7042 4.7541 -2.0434 0.14 0.31 -0.13 0.0785
H 3.2429 5.6255 -2.5001 0.24 0.31 -0.15 0.0784
H 2.9394 5.2147 -5.7198 -0.11 -0.12 0.03 0.1067
H 2.1059 4.9588 -4.1745 0.10 0.27 -0.20 0.0768
H 2.6212 3.5710 -5.0978 0.14 0.06 -0.37 0.0784
H 5.9140 3.4650 -4.7496 -0.15 -0.18 0.01 0.1068
H 4.4045 2.5076 -4.5349 0.26 0.17 -0.34 0.0806
H 5.3098 3.0542 -3.1374 0.20 0.15 -0.28 0.0794
C -1.3936 0.7451 0.7664 -2.97 -1.49 1.06 -0.2343
C -0.8972 1.9042 1.3945 -0.99 1.21 0.47 -0.1519
C -0.6168 2.8609 0.3769 -0.50 0.46 0.47 -0.1141
H -0.7704 2.0371 2.4475 -0.03 0.15 0.40 0.1461
C -0.8934 2.2594 -0.8986 -1.04 0.03 -0.10 -0.1446
C -1.3864 0.9355 -0.6322 -1.87 1.03 -0.28 -0.1473
H -1.7164 0.1531 -1.2791 0.02 -0.25 -0.83 0.1078
H -1.7348 -0.1591 1.2596 -0.33 0.48 -0.10 0.1338
H -0.2420 3.8481 0.6331 0.13 -0.15 -0.54 0.1509
H -0.7836 2.7107 -1.8877 0.14 -0.21 0.49 0.1436
C 1.3501 -1.1876 0.0135 0.49 -0.64 -0.78 -0.1335
C 0.6849 -0.9351 1.2311 0.26 -0.69 0.72 -0.2203
C 1.4956 -0.0294 1.9741 0.11 -0.20 0.53 -0.1529
H -0.2458 -1.3880 1.5353 0.33 -0.18 0.13 0.1257
C 2.7110 0.1877 1.2509 0.42 -0.32 -0.43 -0.0874
C 2.6173 -0.5023 -0.0013 0.16 -0.73 0.94 -0.1318
H 3.2901 -0.4859 -0.8548 -0.04 0.05 0.42 0.1275
H 0.8944 -1.8381 -0.7400 0.44 0.31 -0.04 0.1206
H 1.2684 0.3193 2.9745 0.16 0.00 -0.10 0.1431
H 3.4805 0.8543 1.6288 0.05 -0.20 -0.39 0.1396
Os 0.5454 0.9442 0.1899 2.14 -0.49 -0.28 1.4287
C -2.8196 -4.1948 -2.9104 0.17 0.29 -0.35 -0.3054
P -1.9811 -2.9567 -1.8230 -0.26 -0.35 0.12 0.7455
C -3.4841 -2.4378 -0.8919 0.04 0.02 -0.10 -0.3252
C -1.2631 -4.1680 -0.6336 0.05 0.11 -0.14 -0.3219
H -3.5024 -3.6761 -3.6013 0.25 -0.25 0.17 0.0481
H -3.3905 -4.9136 -2.3001 0.21 0.28 -0.21 0.0502
H -2.0601 -4.7296 -3.4956 -0.28 0.08 0.07 0.0453
H -4.1422 -3.3056 -0.7567 0.04 0.31 0.16 0.0501
H -3.2266 -2.0098 0.0844 -0.11 -0.06 -0.09 0.0155
H -4.0037 -1.6789 -1.4885 -0.07 -0.15 0.19 0.0367
H -1.9721 -4.9950 -0.5184 0.26 0.07 0.23 0.0469
H -0.3187 -4.5486 -1.0401 -0.19 -0.05 0.14 0.0393
H -1.0644 -3.7015 0.3374 -0.03 -0.13 -0.04 0.0169
```
Positions in Å, forces in eV/Å.

Results
Multiplicity: 5
LUMO (spin up / spin down): -8.855 / -10.775 eV
Total charge: +2
ΔE to the lowest compared entry with this formula, charge and spin: 162.5 kJ/mol
⟨S²⟩: 6.02
HOMO level (spin up / spin down): -10.9 / -13.8 eV

ORCA calculation (wB97M-V/def2-TZVPD) on C17H28ClPSn as an isolated structure.

Geometry as XYZ:
```
48
Properties=species:S:1:pos:R:3:forces:R:3:lowdin_charge:R:1
C 0.0774 0.4498 -5.5283 0.08 0.24 -1.78 -0.9587
C 1.4603 1.0093 -5.8952 0.04 0.00 0.15 -0.1187
C -0.1477 -0.8988 -6.2286 -0.02 -0.07 0.14 -0.1189
C -1.0181 1.4452 -5.9398 -0.05 0.01 0.16 -0.1179
Cl 0.0029 0.1988 -3.7486 -0.03 -0.08 0.63 0.5619
H -0.1052 -0.7705 -7.3212 0.01 0.09 0.36 0.0970
H -1.1294 -1.3168 -5.9792 0.17 0.10 -0.01 0.0799
H 0.6226 -1.6257 -5.9473 -0.12 0.15 -0.02 0.0794
H 1.5284 1.1682 -6.9825 -0.15 -0.10 0.33 0.0971
H 2.2586 0.3155 -5.6087 -0.16 0.10 -0.03 0.0792
H 1.6426 1.9723 -5.4052 -0.07 -0.18 -0.06 0.0796
H -0.9898 1.6109 -7.0279 0.10 -0.14 0.34 0.0972
H -0.8781 2.4159 -5.4509 0.00 -0.19 -0.05 0.0798
H -2.0149 1.0674 -5.6860 0.19 0.04 -0.02 0.0799
C 1.6138 -1.7006 2.4107 1.20 -0.76 -0.10 -0.2387
C 0.9564 -2.6202 1.5441 0.36 -0.25 0.44 -0.1747
C 1.2179 -2.2136 0.1819 -0.32 -0.16 1.02 -0.1017
H 0.3684 -3.4799 1.8732 0.34 0.23 -0.32 0.1364
C 2.0063 -1.0096 0.2401 1.22 0.72 1.45 -0.1403
C 2.2337 -0.7044 1.6172 1.70 -1.12 -0.81 -0.2369
H 2.8648 0.0908 2.0170 -0.20 -0.24 -0.36 0.1192
H 1.7039 -1.7911 3.4974 -0.03 -0.11 -0.64 0.1049
H 0.9178 -2.7505 -0.7106 0.08 0.05 0.05 0.1427
H 2.4774 -0.5045 -0.5965 -0.38 -0.01 0.04 0.1347
C -2.2780 0.7743 1.8456 -0.83 0.52 -0.57 -0.2069
C -2.3027 -0.4262 2.5981 -0.17 -0.36 0.35 -0.2157
C -2.3955 -1.5230 1.6923 -0.51 -0.05 -0.36 -0.1839
H -2.3404 -0.4842 3.6889 -0.14 -0.03 -0.58 0.1062
C -2.4783 -0.9875 0.3516 -0.71 0.38 1.03 -0.1637
C -2.3932 0.4471 0.4572 -0.78 -0.23 0.68 -0.1572
H -2.5476 1.1602 -0.3436 0.30 -0.15 0.02 0.1322
H -2.2883 1.7691 2.2912 -0.07 -0.25 -0.32 0.1240
H -2.4127 -2.5752 1.9812 -0.15 0.37 -0.22 0.1335
H -2.6389 -1.5625 -0.5521 0.09 0.10 0.07 0.1345
Sn -0.2652 -0.6247 1.1251 -0.38 1.14 -0.42 1.3941
C -0.1342 -0.7546 4.9268 -1.31 -0.90 -0.31 -0.2300
P 0.3384 0.6899 3.8310 0.69 1.43 -1.31 1.1131
C 0.6949 2.2967 2.4988 -1.18 -0.25 0.15 -0.0915
C 0.9669 1.6227 5.2310 1.05 -0.15 -0.13 -0.2432
H -0.5575 -1.6607 4.4481 0.31 0.80 -0.07 0.0680
H -0.8845 -0.3802 5.6437 0.36 -0.04 -0.13 0.0799
H 0.7785 -1.0600 5.4679 -0.20 0.49 -0.29 0.0801
H 0.5301 3.2275 3.0714 -0.04 -0.62 -0.18 0.0630
H 1.7385 2.2132 2.1570 -0.28 -0.47 0.60 0.0609
H 0.0138 2.1746 1.6479 0.14 0.01 0.39 0.0086
H 0.0760 1.7595 5.8562 0.12 -0.01 0.24 0.0888
H 1.6776 0.9497 5.7261 -0.12 0.43 0.49 0.0728
H 1.4325 2.5965 5.0336 -0.18 -0.44 -0.07 0.0698
```
Positions in Å, forces in eV/Å.

Results
LUMO: -10.312 eV
Total charge: +2
HOMO level: -14.7 eV

ORCA calculation (wB97M-V/def2-TZVPD) on C17H28CoN4O as an isolated structure.

Geometry as XYZ:
```
51
Properties=species:S:1:pos:R:3:forces:R:3:lowdin_charge:R:1
Co -0.0934 0.5827 -0.5321 0.03 0.01 0.09 0.2652
C 0.3881 -2.1750 1.5786 0.01 0.01 -0.02 -0.2160
C 1.7150 -1.7856 0.9255 0.01 -0.02 0.01 -0.1878
N 1.5599 -1.1097 -0.3613 0.03 -0.02 -0.01 -0.0821
C 1.2261 -1.9678 -1.4867 0.00 0.02 -0.01 -0.1437
C -0.2637 -2.1877 -1.5661 -0.03 0.01 0.02 -0.2447
C -0.8383 -3.3838 -1.9664 0.01 0.01 -0.01 -0.0179
C -2.2202 -3.4829 -1.9959 0.00 -0.01 0.00 -0.0511
C -2.9820 -2.3956 -1.6006 -0.01 0.01 -0.01 -0.0180
C -2.3341 -1.2341 -1.2106 0.01 0.00 -0.01 -0.2447
C -3.0586 0.0052 -0.7454 -0.01 0.01 -0.01 -0.1384
N -2.2901 0.6896 0.2813 0.01 -0.01 0.02 -0.0755
C -2.5149 0.2210 1.6482 -0.01 0.01 0.01 -0.1845
C -1.8450 -1.1165 1.9593 0.01 0.00 -0.01 -0.2149
N -0.4419 -1.0189 1.7063 -0.01 -0.06 0.10 -0.0843
N -1.0047 -1.1341 -1.2182 -0.02 -0.06 0.03 0.1019
H 0.6263 -2.6839 2.5281 -0.01 0.00 0.00 0.1153
H -0.1370 -2.9152 0.9628 0.00 0.00 -0.01 0.1113
H 2.3401 -2.6857 0.8371 0.00 0.01 0.00 0.1143
H 2.2323 -1.0882 1.5878 -0.01 0.01 0.00 0.1187
H 2.3811 -0.5597 -0.5676 -0.01 0.01 0.00 0.1125
H 1.7433 -2.9368 -1.4596 -0.01 0.00 0.01 0.1212
H 1.5298 -1.4478 -2.3996 0.02 -0.02 0.00 0.1332
H -0.2092 -4.2222 -2.2345 0.00 0.00 0.00 0.1143
H -2.6976 -4.4054 -2.2998 0.00 0.00 0.00 0.1091
H -4.0626 -2.4464 -1.5768 0.00 0.00 0.00 0.1146
H -4.0720 -0.2622 -0.4166 0.00 0.00 0.00 0.1221
H -3.1530 0.6794 -1.6011 0.00 0.00 0.00 0.1349
H -2.4281 1.6888 0.2319 -0.02 -0.01 -0.01 0.0920
H -3.5875 0.1427 1.8752 0.00 -0.01 0.00 0.1158
H -2.0900 0.9765 2.3131 -0.01 0.00 0.00 0.1122
H -2.2589 -1.9096 1.3246 -0.01 0.00 -0.01 0.1116
H -2.1127 -1.3872 2.9947 0.00 0.00 0.00 0.1157
H 0.0135 -0.1878 2.0607 0.00 0.05 -0.09 0.0960
C -0.7458 3.6867 0.8088 0.02 0.01 -0.03 -0.0809
C 0.7201 3.2479 0.8498 -0.04 0.00 0.00 -0.6997
C 1.5261 4.1361 -0.1102 0.02 0.01 -0.01 -0.0720
C 1.2590 3.4718 2.2709 -0.01 0.00 0.00 -0.0834
C 0.8638 1.7706 0.5317 0.07 0.01 0.03 -0.1230
H -0.8542 4.7486 1.0474 0.01 0.00 0.02 0.0812
H -1.3333 3.1163 1.5342 0.00 0.01 0.01 0.0628
H -1.1609 3.5267 -0.1903 -0.01 0.00 0.01 0.0674
H 1.4587 5.1894 0.1821 0.00 0.01 -0.01 0.0769
H 1.1647 4.0432 -1.1353 0.00 -0.01 0.03 0.0623
H 2.5799 3.8479 -0.0971 0.00 0.00 0.00 0.0786
H 1.1822 4.5251 2.5577 0.00 0.00 0.00 0.0777
H 2.3098 3.1791 2.3322 0.00 0.00 0.00 0.0758
H 0.7009 2.8754 2.9964 0.00 0.00 -0.01 0.0712
H 1.9511 1.5507 0.5053 0.00 0.01 0.01 0.0279
O 0.0570 2.3316 -2.7945 0.08 0.07 0.07 0.0589
C 0.0339 1.6074 -1.8950 -0.13 -0.07 -0.19 -0.2095
```
Positions in Å, forces in eV/Å.

Results
Multiplicity: 2
LUMO (spin up / spin down): 0.516 / 0.548 eV
Total charge: 0
⟨S²⟩: 0.95
HOMO level (spin up / spin down): -5.7 / -5.7 eV

Calculated electronic energy in order - -42338.507 -45702.902 -63715.891 eV